# 1
This record from the OMol25 dataset describes a cluster of 11 separate species, C36H92N2O11 in total. The level of theory is ωB97M-V/def2-TZVPD.

Properties
- Lowest unoccupied orbital energy: 0.35 eV
- Energy relative to the best compared isomer or geometry (same formula, charge and spin): 2.288 eV
- SMILES string: CC1(C)CCCC(C)(C)N1O.CC1(C)CCCC(C)(C)N1O.CCO.CCO.CCO.CCO.CCO.CCO.CCO.CCO.CCO
- Frontier orbital gap: 8.53 eV

Structure (XYZ):
```
141
Properties=species:S:1:pos:R:3:forces:R:3:lowdin_charge:R:1
C 0.667 -0.653 6.701 -0.2 -0.5 0.3 -0.03
C 2.080 -0.207 6.326 0.1 -0.4 0.9 -0.52
C 2.906 0.041 7.602 1.1 0.7 -0.3 -0.04
C 2.754 -1.377 5.609 0.2 0.1 -0.9 -0.15
C 2.252 -1.549 4.186 -0.7 0.0 0.3 -0.18
C 2.379 -0.244 3.392 1.0 -1.0 0.5 -0.14
C 1.710 0.969 4.070 -0.3 -0.9 -0.2 -0.48
C 2.269 2.210 3.401 0.1 0.6 0.1 -0.04
C 0.175 0.866 3.831 -0.1 0.0 0.4 -0.01
N 2.119 0.974 5.483 1.4 -0.2 -1.1 -0.12
O 1.830 2.186 6.135 -0.5 -0.2 0.3 -0.01
H 0.055 0.157 7.098 0.1 0.1 -0.1 0.09
H 0.166 -1.126 5.857 -0.1 0.2 -0.1 0.07
H 0.731 -1.437 7.462 0.0 0.1 0.1 0.09
H 3.859 0.519 7.331 -0.3 0.3 -0.3 0.08
H 2.442 0.712 8.323 -0.2 -0.3 0.1 0.08
H 3.315 -0.860 8.064 -0.8 -0.3 0.1 0.08
H 3.837 -1.252 5.480 0.0 0.4 0.5 0.13
H 2.638 -2.288 6.199 -0.2 0.0 0.0 0.12
H 2.805 -2.381 3.746 -0.1 0.2 -0.4 0.10
H 1.186 -1.805 4.152 0.1 -0.3 0.2 0.10
H 1.985 -0.501 2.411 -0.2 0.7 -0.1 0.08
H 3.454 -0.064 3.265 -0.1 0.3 0.0 0.11
H 2.077 2.166 2.329 0.0 0.0 0.0 0.07
H 3.344 2.299 3.575 0.0 -0.3 -0.1 0.09
H 1.853 3.139 3.796 -0.3 -0.1 -0.1 0.08
H -0.187 -0.119 3.521 0.4 -0.1 -0.1 0.06
H -0.125 1.566 3.051 -0.2 0.1 0.2 0.07
H -0.360 1.038 4.766 -0.1 0.5 -0.2 0.08
H 2.703 2.561 6.301 -0.1 0.0 0.0 0.11
C 1.144 -0.088 -2.322 0.1 0.9 0.3 -0.02
C 0.378 0.194 -1.018 -0.3 -0.1 0.3 -0.49
C 0.886 -0.723 0.073 1.2 -0.8 0.0 -0.04
C 0.641 1.638 -0.542 0.9 0.5 -1.3 -0.11
C -0.175 2.721 -1.260 -0.4 0.4 1.1 -0.16
C -1.640 2.340 -1.132 0.0 0.6 0.2 -0.13
C -1.953 0.963 -1.703 -0.6 -0.4 -0.5 -0.50
C -3.357 0.607 -1.234 -0.6 -0.8 0.3 -0.04
C -1.886 1.077 -3.231 -0.8 0.0 -0.8 -0.02
N -1.072 -0.056 -1.110 0.2 1.0 0.7 -0.09
O -1.314 -1.331 -1.667 0.1 0.0 -0.3 -0.01
H 2.148 0.344 -2.264 0.2 -0.4 0.3 0.09
H 1.204 -1.160 -2.489 -0.1 0.1 -0.4 0.07
H 0.720 0.494 -3.140 -0.4 -0.5 -0.2 0.06
H 0.419 -0.600 1.049 -0.2 0.4 -0.1 0.08
H 0.835 -1.792 -0.163 -0.3 0.1 -0.3 0.08
H 1.968 -0.558 0.166 -0.6 0.2 0.1 0.05
H 0.618 1.752 0.542 -0.7 -0.1 0.0 0.10
H 1.687 1.874 -0.776 0.1 -0.3 0.1 0.12
H 0.019 3.649 -0.711 -0.3 0.0 0.1 0.09
H 0.091 3.020 -2.276 0.3 -0.8 -0.2 0.09
H -2.294 3.068 -1.624 0.1 -0.1 -0.2 0.13
H -1.922 2.423 -0.078 0.1 -0.4 0.1 0.11
H -3.708 -0.412 -1.432 0.5 -0.1 -0.5 0.08
H -4.138 1.243 -1.658 0.2 0.4 0.2 0.08
H -3.343 0.626 -0.144 -0.2 0.4 0.0 0.06
H -2.801 1.517 -3.650 -0.1 0.3 0.5 0.07
H -1.891 0.120 -3.760 0.7 -0.1 0.3 0.08
H -1.104 1.758 -3.564 0.3 -0.4 -0.1 0.07
H -1.637 -1.842 -0.916 -0.1 0.0 -0.1 0.08
C -2.700 -3.970 2.491 0.0 -0.3 -0.9 -0.07
C -2.704 -2.669 1.713 -0.5 1.0 0.1 -0.31
O -3.931 -2.440 1.031 -0.2 -0.1 -0.4 -0.08
H -3.576 -4.054 3.134 0.2 0.4 0.4 0.08
H -1.758 -4.075 3.029 -0.2 -0.1 0.2 0.05
H -2.828 -4.811 1.804 0.3 0.0 -0.1 0.08
H -1.970 -2.570 0.910 0.3 -0.6 0.2 0.09
H -2.478 -1.816 2.366 -0.1 -0.1 0.1 0.11
H -4.634 -2.136 1.612 0.2 0.0 0.3 0.09
C 0.722 6.841 -0.580 1.0 0.6 -1.4 -0.09
C 0.820 6.653 0.902 -1.1 -1.3 0.8 -0.29
O 0.061 5.470 1.262 -0.1 -0.1 -0.4 -0.11
H 1.575 7.462 -0.884 -0.1 0.1 0.0 0.08
H -0.153 7.306 -1.037 -0.3 0.1 0.8 0.08
H 0.844 5.938 -1.184 0.1 -0.3 0.6 0.06
H 0.410 7.483 1.480 0.3 0.3 -0.2 0.11
H 1.840 6.428 1.222 0.1 0.5 -0.2 0.11
H -0.354 5.547 2.122 0.1 0.2 0.1 0.07
C 0.824 -5.534 2.262 0.0 0.1 -0.2 -0.07
C 0.879 -5.115 0.806 0.2 0.4 -0.1 -0.29
O 1.906 -5.876 0.135 -0.3 0.6 0.2 -0.09
H 0.641 -6.604 2.343 -0.2 0.0 0.1 0.08
H 0.093 -4.953 2.825 0.0 -0.2 0.0 0.05
H 1.804 -5.327 2.699 0.0 0.0 0.1 0.07
H 1.083 -4.037 0.740 0.3 -0.1 0.1 0.10
H -0.035 -5.213 0.216 -0.1 -0.6 0.3 0.11
H 2.722 -5.575 0.551 0.1 -0.2 -0.2 0.07
C -4.147 2.427 1.801 -0.6 1.2 0.3 -0.09
C -5.072 2.410 3.007 0.4 1.0 0.2 -0.33
O -5.130 1.147 3.653 0.0 0.0 -0.3 -0.08
H -3.969 3.479 1.541 -0.2 0.1 0.2 0.08
H -4.681 2.078 0.921 0.6 -0.8 0.0 0.07
H -3.146 2.080 2.050 -0.2 -0.8 -0.4 0.07
H -6.060 2.782 2.709 -0.1 -0.3 0.0 0.11
H -4.700 3.168 3.711 0.0 -0.2 0.1 0.11
H -5.503 1.307 4.523 0.0 -0.2 0.0 0.08
C 1.091 -4.537 -4.373 0.4 -0.3 -1.1 -0.08
C 1.788 -5.464 -3.394 0.0 -0.1 0.7 -0.31
O 0.805 -6.141 -2.600 0.1 0.3 0.2 -0.09
H 0.066 -4.864 -4.538 -0.2 0.3 0.5 0.08
H 1.500 -4.565 -5.390 0.4 0.0 0.2 0.07
H 1.208 -3.512 -4.027 -0.6 0.1 0.0 0.05
H 2.429 -4.825 -2.774 0.0 -0.3 0.2 0.10
H 2.458 -6.229 -3.795 -0.2 0.1 -0.5 0.11
H 0.956 -5.915 -1.672 0.2 -0.3 -0.2 0.03
C 2.565 3.138 -4.857 0.9 0.7 1.6 -0.07
C 2.117 4.401 -4.109 0.3 0.5 -1.4 -0.30
O 0.999 4.923 -4.855 -0.4 -0.1 0.9 -0.09
H 3.567 2.894 -4.481 -0.1 -0.3 -0.1 0.07
H 2.666 3.366 -5.912 -0.3 -0.2 -0.2 0.08
H 1.897 2.318 -4.604 -0.1 -0.1 -0.5 0.05
H 2.895 5.174 -4.096 0.2 -0.2 -0.2 0.11
H 1.912 4.260 -3.046 -0.6 -0.3 -0.2 0.09
H 1.283 5.684 -5.362 0.1 0.1 0.0 0.07
C -6.872 0.894 -5.716 -0.6 -0.5 0.2 -0.09
C -6.110 0.404 -4.510 1.2 1.6 0.3 -0.33
O -6.701 0.792 -3.267 -0.4 -0.6 -0.2 -0.08
H -6.880 1.977 -5.822 0.3 0.0 0.1 0.07
H -7.921 0.589 -5.674 0.1 -0.2 -0.1 0.08
H -6.400 0.428 -6.582 -0.2 0.2 -0.2 0.08
H -5.174 0.987 -4.504 0.3 -0.6 -0.4 0.10
H -5.852 -0.656 -4.559 -0.3 -0.1 0.1 0.11
H -6.054 0.512 -2.612 -0.2 0.1 0.3 0.05
C 1.133 -0.898 -5.856 0.3 -0.4 0.9 -0.09
C -0.047 -1.324 -6.689 -0.3 1.8 -0.2 -0.30
O 0.041 -0.794 -8.021 0.0 -0.6 -0.1 -0.08
H 2.085 -1.347 -6.143 -0.1 -0.3 0.1 0.08
H 0.837 -1.153 -4.832 0.6 -0.4 0.0 0.04
H 1.332 0.173 -5.773 -0.5 0.1 -0.6 0.06
H -0.904 -0.863 -6.182 -0.3 -0.3 -0.2 0.10
H -0.227 -2.395 -6.722 0.3 -0.1 -0.1 0.11
H -0.512 -0.015 -8.091 0.0 0.0 0.1 0.07
C 4.465 -1.092 0.610 -1.0 -0.7 0.1 -0.08
C 4.500 -2.608 0.445 0.1 0.7 0.3 -0.29
O 3.960 -3.232 1.622 0.1 -0.2 -0.5 -0.09
H 4.994 -0.789 1.509 0.4 0.2 -0.3 0.08
H 3.420 -0.797 0.753 0.5 -0.1 0.2 0.02
H 4.759 -0.614 -0.323 0.5 0.2 0.2 0.08
H 5.537 -2.937 0.340 0.0 0.0 -0.3 0.11
H 3.910 -2.872 -0.438 0.1 -0.2 0.0 0.11
H 4.344 -4.115 1.603 -0.1 0.0 0.4 0.07
```
Positions in Å, forces in eV/Å.


# 2
This record from the OMol25 dataset describes a structure of composition C35H52AsOP3Ru. The level of theory is ωB97M-V/def2-TZVPD.

Properties
- Net charge: +4
- ⟨S²⟩: 6.08
- Spin multiplicity: 5
- Lowest unoccupied orbital energy (spin up / spin down): -11.64 / -15.01 eV
- Energy relative to the best compared isomer or geometry (same formula, charge and spin): 0.000 eV
- Frontier orbital gap (spin up / spin down): 6.12 / 3.79 eV

Structure (XYZ):
```
93
Properties=species:S:1:pos:R:3:forces:R:3:lowdin_charge:R:1
Ru -0.687 1.227 -1.949 -0.7 -2.2 3.1 0.65
P 0.163 2.925 -0.734 0.4 3.3 0.4 0.71
P -2.495 0.943 -0.248 -1.2 -0.2 1.2 0.80
P -2.093 1.778 -3.470 -0.4 1.1 -1.1 0.67
H 3.606 -2.411 -3.523 -0.3 0.2 -0.3 0.08
C 3.217 -1.629 -4.188 0.1 -0.7 -0.3 -0.04
C 3.657 -0.383 -4.054 0.4 0.4 -0.4 -0.05
H 4.394 -0.159 -3.276 -0.3 0.1 -0.3 0.08
C 1.423 2.658 0.566 0.1 -0.4 0.0 -0.20
C -0.988 4.082 0.107 -0.1 -0.2 -0.1 -0.22
C 0.943 4.060 -1.947 0.1 -0.2 0.1 -0.22
C -3.389 -0.656 -0.364 0.0 -0.2 -0.1 -0.23
C -1.985 0.931 1.543 0.5 -0.1 -0.1 -0.25
C -3.917 2.135 -0.127 0.2 0.3 -0.5 -0.22
C -1.159 2.239 -4.957 0.2 -0.5 -0.1 -0.18
C -3.222 3.145 -3.204 -0.2 0.0 -0.1 -0.20
C -3.035 0.302 -3.849 -0.3 -0.3 -0.1 -0.20
H 2.594 -1.961 -5.034 0.3 0.2 0.5 0.09
H 3.436 0.396 -4.808 0.1 -0.4 0.6 0.09
H 2.006 1.759 0.356 0.0 0.1 0.2 0.02
H 0.955 2.536 1.553 0.0 0.1 -0.3 0.04
H 2.118 3.511 0.617 -0.3 -0.2 -0.1 0.09
H -1.387 3.627 1.021 0.0 0.2 -0.2 0.04
H -1.815 4.335 -0.569 0.2 0.0 0.3 0.04
H -0.451 5.005 0.369 -0.1 -0.3 0.0 0.08
H 1.783 3.554 -2.444 -0.2 0.3 0.1 0.05
H 1.307 4.955 -1.420 -0.1 -0.2 -0.3 0.08
H 0.190 4.346 -2.700 0.3 0.0 0.3 0.06
H -4.439 -0.533 -0.064 0.3 -0.1 -0.1 0.07
H -2.925 -1.402 0.294 -0.1 0.2 -0.3 0.01
H -3.352 -1.026 -1.393 -0.1 0.0 0.2 0.03
H -2.764 1.368 2.192 0.3 -0.2 -0.4 0.08
H -1.054 1.499 1.688 -0.3 -0.2 0.0 0.00
H -1.824 -0.110 1.868 -0.1 0.5 -0.2 0.01
H -4.821 1.645 -0.523 0.3 0.3 0.1 0.07
H -3.707 3.040 -0.708 -0.3 -0.2 0.3 0.01
H -4.083 2.424 0.923 0.0 -0.2 -0.5 0.07
H -1.745 3.016 -5.442 0.2 0.0 -0.4 0.07
H -1.086 1.336 -5.595 0.0 0.6 0.1 0.08
H -0.148 2.608 -4.732 -0.5 0.0 -0.2 0.05
H -3.384 3.606 -4.189 -0.3 0.0 0.4 0.08
H -2.786 3.886 -2.520 -0.2 -0.2 -0.3 0.05
H -4.158 2.745 -2.802 0.1 0.4 -0.1 0.06
H -3.150 0.270 -4.932 -0.3 -0.1 -0.1 0.08
H -4.006 0.358 -3.358 -0.1 -0.1 -0.1 0.07
H -2.528 -0.610 -3.520 -0.1 0.2 -0.1 0.04
C 2.090 -0.856 -1.268 1.3 -0.3 1.8 -0.42
C 1.290 -1.921 -1.858 -0.3 -0.5 -0.3 -0.03
C 0.300 -1.643 -2.752 0.0 -0.3 -0.1 -0.05
C 0.126 -0.331 -3.302 1.4 1.0 -0.4 -0.21
C 1.049 0.749 -2.921 0.3 -1.7 -0.7 -0.34
C 1.944 0.474 -1.820 0.7 -0.4 -0.9 -0.04
O 2.862 -1.119 -0.267 -1.6 0.8 -2.2 0.01
H 0.749 -0.908 0.595 -0.7 -0.4 -0.7 0.02
H 1.566 -2.957 -1.622 -0.3 0.6 -0.1 0.12
H -0.304 -2.441 -3.192 0.3 0.1 0.2 0.14
H -0.349 -0.279 -4.286 0.1 0.0 0.4 0.10
H 1.295 1.520 -3.647 0.1 0.0 0.2 0.10
H 2.730 1.188 -1.598 -0.2 0.0 0.2 0.13
C 3.207 -5.305 2.610 0.5 -0.9 0.2 0.11
C 2.566 -5.160 1.364 -1.2 0.9 -1.7 0.05
C 1.903 -3.967 1.067 0.9 -2.0 -0.3 -0.02
C 1.926 -2.957 2.029 -0.4 0.1 0.2 -0.26
C 2.511 -3.099 3.288 1.0 -1.1 1.1 -0.02
C 3.169 -4.287 3.579 -0.3 2.0 1.1 0.06
As 0.756 -1.490 1.937 -0.2 1.5 0.2 1.42
C -0.862 -2.131 2.669 0.3 -0.6 0.1 -0.39
C -1.744 -2.903 1.903 -0.3 -0.1 0.4 -0.12
C -2.839 -3.480 2.554 0.2 0.1 -0.1 -0.02
C -2.996 -3.307 3.938 0.1 0.2 0.1 0.00
C -2.056 -2.591 4.696 0.1 0.0 -0.1 -0.01
C -0.958 -2.023 4.059 -0.2 -0.1 0.0 -0.09
C 1.520 -0.061 2.909 0.1 0.1 0.2 -0.39
C 0.727 0.735 3.736 0.1 -0.2 0.2 -0.13
C 1.343 1.685 4.544 0.0 0.1 -0.1 -0.03
C 2.736 1.842 4.480 -0.2 -0.1 0.1 -0.01
C 3.517 1.065 3.615 -0.3 0.0 0.0 -0.02
C 2.901 0.121 2.790 0.1 0.0 0.4 -0.11
H 3.728 -6.232 2.848 -0.1 0.1 -0.1 0.16
H 2.570 -5.972 0.628 0.1 0.3 0.4 0.15
H 1.371 -3.826 0.128 0.2 -0.2 0.3 0.10
H 2.419 -2.288 4.020 0.2 -0.4 -0.2 0.13
H 3.632 -4.393 4.567 -0.1 -0.2 -0.5 0.16
H -1.561 -3.065 0.838 -0.2 0.0 0.3 0.11
H -3.556 -4.079 1.983 0.3 0.2 0.3 0.13
H -3.853 -3.744 4.449 0.2 0.0 -0.2 0.14
H -2.134 -2.479 5.779 -0.2 -0.2 -0.4 0.14
H -0.172 -1.510 4.615 -0.4 -0.1 0.0 0.11
H -0.346 0.560 3.776 0.2 0.2 0.2 0.09
H 0.727 2.267 5.239 0.4 -0.1 -0.3 0.13
H 3.205 2.571 5.138 0.0 -0.2 -0.1 0.13
H 4.601 1.155 3.610 -0.2 0.1 -0.1 0.13
H 3.483 -0.497 2.101 -0.1 0.2 0.3 0.11
```
Positions in Å, forces in eV/Å.


# 3
This record from the OMol25 dataset describes the molecule C2H7N3O2. The level of theory is ωB97M-V/def2-TZVPD.

Properties
- Lowest unoccupied orbital energy: 0.86 eV
- Energy relative to the best compared isomer or geometry (same formula, charge and spin): 3.224 eV
- SMILES string: N/N=C(\N)OCO
- Frontier orbital gap: 8.67 eV

Structure (XYZ):
```
14
Properties=species:S:1:pos:R:3:forces:R:3:nbo_charge:R:1
N 0.952 1.755 -1.121 -0.1 0.7 0.4 -0.70
N 0.347 0.530 -0.765 -0.4 0.0 0.2 -0.48
C -0.282 0.499 0.366 1.4 0.9 -1.1 0.67
N -0.283 1.514 1.297 -0.2 -0.3 0.0 -0.84
O -0.877 -0.618 0.717 0.8 -1.9 -1.7 -0.59
C -0.421 -1.864 -0.404 -1.6 0.5 1.7 0.27
O 0.223 -2.743 0.390 0.1 0.0 0.3 -0.68
H 1.815 1.899 -0.600 0.0 -0.1 -0.1 0.34
H 1.185 1.702 -2.106 0.0 -0.1 0.3 0.36
H -0.982 1.417 2.016 0.0 0.1 0.0 0.39
H -0.160 2.438 0.911 0.0 0.0 -0.1 0.40
H -1.454 -2.089 -0.663 0.1 -0.2 0.1 0.15
H 0.187 -1.636 -1.271 0.0 0.7 0.5 0.22
H -0.249 -2.805 1.234 0.0 -0.1 -0.2 0.49
```
Positions in Å, forces in eV/Å.


# 4
This record from the OMol25 dataset describes a structure of composition C4H3CsO. The level of theory is ωB97M-V/def2-TZVPD.

Properties
- Lowest unoccupied orbital energy: -0.76 eV
- Energy relative to the best compared isomer or geometry (same formula, charge and spin): 0.000 eV
- Frontier orbital gap: 5.33 eV

Structure (XYZ):
```
9
Properties=species:S:1:pos:R:3:forces:R:3:lowdin_charge:R:1
C -2.194 -0.082 0.072 0.0 0.0 0.0 -0.09
C -0.880 -0.299 0.056 0.5 0.0 0.5 -0.21
C 0.370 -0.526 0.097 -0.6 0.2 0.5 -0.08
C 1.725 -0.664 0.182 0.1 -0.5 -3.5 -0.41
H -2.900 -0.909 0.188 0.2 0.3 -0.1 0.03
H -2.600 0.931 0.020 0.1 -0.3 0.0 0.02
H 2.152 -1.664 -0.098 -0.5 0.0 1.4 0.11
O 2.563 0.258 -0.123 0.2 1.1 1.1 -0.40
Cs 1.763 2.954 -0.394 0.0 -0.7 0.1 1.03
```
Positions in Å, forces in eV/Å.


The F_max results, record by record, are as follows: 2.01, 3.82, 2.71, 3.53 eV/Å.